Record 1
{"formula": "C33H52BN7O", "method": "ωB97M-V/def2-TZVPD", "symbols": ["O", "N", "N", "N", "N", "N", "N", "N", "C", "C", "C", "C", "C", "C", "C", "C", "C", "C", "C", "C", "C", "C", "C", "C", "C", "C", "C", "C", "C", "C", "C", "C", "C", "C", "C", "C", "C", "C", "C", "C", "C", "B", "H", "H", "H", "H", "H", "H", "H", "H", "H", "H", "H", "H", "H", "H", "H", "H", "H", "H", "H", "H", "H", "H", "H", "H", "H", "H", "H", "H", "H", "H", "H", "H", "H", "H", "H", "H", "H", "H", "H", "H", "H", "H", "H", "H", "H", "H", "H", "H", "H", "H", "H", "H"], "coordinates": [[30.577, 11.154, 35.074], [35.612, 2.160, 36.279], [30.147, 9.883, 34.870], [34.260, 9.671, 39.292], [35.340, 7.527, 34.765], [31.636, 4.258, 39.179], [39.060, 6.240, 39.328], [35.100, 12.025, 37.418], [34.585, 11.502, 40.913], [29.168, 9.428, 35.967], [30.327, 9.265, 33.565], [37.271, 6.326, 37.669], [29.684, 9.831, 37.276], [34.237, 12.365, 35.265], [34.941, 13.729, 35.760], [38.763, 6.282, 37.923], [34.621, 3.126, 35.903], [35.701, 9.722, 39.489], [34.440, 11.351, 36.389], [28.975, 7.900, 35.941], [31.857, 9.438, 33.216], [31.146, 1.943, 38.892], [30.775, 4.026, 40.225], [27.744, 10.117, 35.609], [33.831, 0.860, 35.346], [35.692, 6.367, 34.012], [36.239, 8.565, 34.613], [37.037, 6.797, 33.363], [35.954, 10.895, 40.466], [29.470, 9.930, 32.493], [33.578, 10.649, 40.005], [28.831, 7.280, 34.488], [30.457, 2.541, 40.149], [35.652, 13.274, 37.129], [37.204, 8.219, 33.724], [31.861, 3.244, 38.324], [36.683, 6.257, 39.113], [37.852, 6.103, 40.046], [29.988, 7.711, 33.727], [33.444, 2.344, 35.384], [35.195, 0.871, 36.050], [32.806, 6.995, 36.905], [37.407, 5.905, 32.791], [36.403, 13.766, 37.828], [29.839, 2.151, 41.009], [39.694, 6.484, 37.261], [35.039, 14.624, 35.404], [32.515, 3.371, 37.663], [29.809, 10.975, 37.593], [36.301, 9.130, 39.009], [36.180, 9.626, 35.026], [30.710, 9.426, 37.217], [27.943, 7.692, 33.940], [27.647, 11.314, 35.487], [31.831, 7.258, 37.787], [30.744, 4.750, 41.103], [34.388, 12.377, 41.522], [35.383, 11.716, 38.353], [40.077, 6.251, 39.675], [28.483, 9.807, 32.763], [33.753, 9.025, 38.563], [36.549, 2.395, 36.583], [30.991, 7.284, 34.348], [28.911, 6.335, 34.511], [29.761, 7.412, 36.324], [36.991, 11.040, 41.067], [37.992, 8.809, 33.248], [33.182, 0.033, 35.173], [32.057, 10.526, 32.851], [35.712, -0.001, 36.417], [34.736, 4.232, 36.101], [32.036, 5.230, 39.027], [29.637, 9.390, 31.560], [35.154, 5.552, 33.971], [29.837, 7.374, 32.710], [32.634, 10.645, 39.910], [37.662, 5.977, 41.016], [32.247, 8.603, 32.534], [34.171, 10.307, 36.443], [27.028, 9.857, 36.497], [30.016, 11.028, 32.259], [32.547, 9.476, 34.075], [31.066, 0.810, 38.545], [27.322, 9.647, 34.793], [33.620, 12.285, 34.472], [34.536, 7.636, 35.521], [33.888, 6.919, 37.519], [32.819, 7.930, 36.110], [29.234, 9.444, 38.136], [32.548, 6.024, 36.328], [28.130, 7.577, 36.480], [32.522, 2.655, 35.211], [36.927, 6.388, 36.632], [35.550, 5.981, 39.383]], "homo_ev": -7.15, "largest_force_ev_per_a": 12.7, "de_lowest_kj_mol": 283.4, "multiplicity": 1}


Record 2
{"formula": "C6H7BrS", "method": "ωB97M-V/def2-TZVPD", "symbols": ["Br", "S", "C", "C", "C", "C", "C", "C", "H", "H", "H", "H", "H", "H", "H"], "coordinates": [[-3.254, 0.127, -0.058], [1.131, 2.151, 0.644], [-0.517, 0.464, -0.958], [1.444, -0.494, 0.264], [0.609, -1.381, 0.761], [-0.853, -1.344, 0.561], [-1.386, -0.348, -0.111], [0.888, 0.636, -0.492], [2.471, -0.545, 0.280], [-1.023, 1.489, -0.868], [0.854, -2.208, 1.485], [-1.429, -2.049, 1.070], [-0.487, 0.030, -1.979], [-0.178, 2.599, 0.645], [1.731, 0.872, -1.243]], "homo_ev": -8.58, "largest_force_ev_per_a": 3.3, "de_lowest_kj_mol": 37.2, "multiplicity": 1, "smiles": "S[C@H]1C=CC=C(Br)C1"}


Record 3
{"formula": "C6H10N2", "method": "ωB97M-V/def2-TZVPD", "symbols": ["N", "N", "C", "C", "C", "C", "C", "C", "H", "H", "H", "H", "H", "H", "H", "H", "H", "H"], "coordinates": [[1.417, -0.241, 0.964], [-2.124, 0.114, 0.143], [0.007, -0.280, 1.402], [0.101, 1.347, -0.309], [1.468, 0.791, -0.122], [1.434, -0.665, -0.405], [0.006, -1.016, -0.835], [-0.701, 0.019, 0.062], [-0.239, 0.490, 2.137], [-0.193, 2.183, 0.324], [-0.292, -2.036, -0.592], [-0.235, -0.901, -1.894], [2.332, -1.179, -0.743], [-0.032, 1.607, -1.353], [-2.586, -0.749, 0.398], [2.376, 1.392, -0.192], [-2.433, 0.375, -0.785], [-0.306, -1.252, 1.799]], "homo_ev": -8.90, "largest_force_ev_per_a": 1.6, "de_lowest_kj_mol": 107.5, "multiplicity": 1, "smiles": "N[C@]12C[C@@H]3[C@H](C1)N3C2"}


Record 4
{"formula": "C30H24N2O5PtS", "method": "ωB97M-V/def2-TZVPD", "symbols": ["Pt", "S", "O", "O", "O", "O", "O", "N", "N", "C", "C", "C", "C", "C", "C", "C", "C", "C", "C", "C", "C", "C", "C", "C", "C", "C", "C", "C", "C", "C", "C", "C", "C", "C", "C", "C", "C", "C", "C", "H", "H", "H", "H", "H", "H", "H", "H", "H", "H", "H", "H", "H", "H", "H", "H", "H", "H", "H", "H", "H", "H", "H", "H"], "coordinates": [[0.485, 1.078, 0.118], [-1.385, -1.138, -1.279], [0.263, -0.100, 2.147], [0.043, 2.050, 1.849], [0.635, 2.096, -1.671], [-1.287, -1.819, -2.536], [-1.887, 0.227, -1.128], [0.156, -0.891, -0.639], [2.391, 0.238, 0.251], [-0.360, 2.624, 4.467], [3.769, -3.037, -0.746], [1.428, -2.902, -1.469], [-0.309, 2.346, -3.834], [-2.644, -1.563, 1.053], [-2.418, -3.428, -0.469], [-0.326, 1.767, -6.584], [4.658, -1.363, 0.715], [2.470, -0.975, -0.262], [0.193, 1.106, -4.286], [-0.887, 0.521, 6.205], [1.318, -1.570, -0.890], [2.629, -3.588, -1.410], [-1.024, 1.870, 6.652], [-0.649, 3.040, -6.129], [-1.320, 3.452, -1.766], [-0.546, 0.248, 4.906], [-0.763, 2.899, 5.742], [-3.092, -4.227, 0.448], [-3.422, -3.718, 1.659], [4.550, -0.093, 1.240], [-0.319, 2.595, -2.418], [-3.250, -2.392, 1.988], [-2.236, -2.087, -0.155], [-0.788, 3.243, -4.746], [0.079, 1.028, 2.676], [-0.263, 1.321, 4.035], [3.646, -1.778, -0.113], [0.147, 0.782, -5.686], [3.448, 0.691, 0.990], [5.489, -1.994, 1.035], [0.583, 0.388, -3.620], [-0.369, 1.512, -7.588], [-0.782, 3.958, 6.065], [-3.232, -5.266, 0.271], [4.700, -3.580, -0.698], [-2.078, -3.842, -1.417], [-0.878, 3.722, -6.917], [-1.215, 4.198, -4.426], [-0.868, 3.764, -0.845], [5.334, 0.245, 1.837], [3.384, 1.687, 1.422], [-1.103, 1.974, 7.740], [-2.635, -0.491, 1.235], [-1.065, -0.341, 6.832], [0.542, -0.125, -6.017], [-0.133, 3.481, 3.809], [2.649, -4.536, -1.911], [-2.096, 2.766, -1.435], [0.502, -3.232, -1.905], [-4.000, -4.380, 2.350], [-3.631, -1.962, 2.937], [-0.453, -0.752, 4.633], [-1.784, 4.251, -2.313]], "homo_ev": [-14.27, -14.30], "largest_force_ev_per_a": 3.8, "de_lowest_kj_mol": 0.0, "multiplicity": 5, "total_charge": 2}


Record 5
{"formula": "C3H8N2O", "method": "ωB97M-V/def2-TZVPD", "symbols": ["O", "N", "N", "C", "C", "C", "H", "H", "H", "H", "H", "H", "H", "H"], "coordinates": [[2.082, -2.762, -0.157], [-0.836, 2.091, -0.403], [0.375, -1.943, -1.388], [-0.634, 0.550, 1.413], [1.508, -1.752, -0.520], [-0.331, 1.680, 0.792], [-1.769, 1.883, -0.792], [1.636, -0.591, -0.272], [-0.042, -2.891, -1.363], [-0.355, 0.360, 2.492], [-0.553, 2.819, -1.033], [-0.426, -1.461, -0.914], [-1.054, -0.166, 0.740], [0.399, 2.183, 1.405]], "homo_ev": -8.53, "largest_force_ev_per_a": 2.7, "de_lowest_kj_mol": 275.6, "multiplicity": 1, "smiles": "C=CN.NC=O"}